# 1
DFT (wB97M-V/def2-TZVPD) results for C23H20BrF2IrN3O3 as an isolated structure in a non-equilibrium geometry.

Summary:
spin multiplicity: 2
charge: +2
HOMO (alpha / beta): -13.98 / -14.00 eV
HOMO-LUMO gap (alpha / beta): 3.95 / 4.39 eV
⟨S²⟩: 0.782

Last column: Mulliken spin population.
Geometry (Å):
Ir 0.4957 -0.7003 -0.4681  0.721
Br -1.0526 7.0594 -0.8401  -0.001
F 5.4049 -1.9563 -2.4291  -0.002
F 5.1261 -0.8790 2.0972  -0.001
O -1.1112 -1.9267 -1.1796  0.011
O 1.4442 1.2144 -1.3532  -0.061
O -0.1551 1.4571 0.1034  0.224
N 2.5517 5.1410 -0.8782  0.005
N 0.9365 -0.9099 1.7171  -0.003
N -2.8108 -1.7628 0.3432  0.008
C 1.6177 6.0680 -0.8810  -0.006
C -4.8056 -1.0451 -1.3877  0.001
C 4.5292 -1.1462 0.9426  -0.009
C -0.0669 4.3788 -0.6644  0.000
C 2.2754 3.8598 -0.8073  -0.005
C 0.2907 -1.2862 3.9662  0.002
C -4.0826 -2.0509 -2.3036  0.000
C 5.3179 -1.3885 -0.1637  0.044
C 4.6866 -1.6499 -1.3686  -0.017
C 2.5497 -1.2892 -0.3933  -0.021
C 3.1314 -1.1584 0.8717  0.008
C -3.0343 -0.3060 0.3762  -0.007
C 2.2285 -1.1502 2.0094  0.024
C -2.2526 -2.2632 -0.7787  0.008
C 0.9456 3.4281 -0.6977  0.008
C -3.9338 0.0952 -0.8188  -0.001
C 1.6115 -1.5641 4.2930  0.000
C 0.7120 1.9695 -0.6463  -0.003
C -3.1596 -3.0957 -1.6146  0.005
C 2.5865 -1.4898 3.3115  0.005
C 0.2610 5.7166 -0.7816  -0.002
C 3.3031 -1.5674 -1.5047  0.043
C -0.0033 -0.9620 2.6557  0.007
H -3.3112 0.4960 -1.6231  0.000
H -2.0761 0.2102 0.3165  0.009
H -3.6312 -2.2715 0.6427  -0.001
H -3.4956 -0.0577 1.3296  0.000
H -5.3433 -1.5606 -0.5860  0.000
H -4.5937 0.8993 -0.4931  0.000
H 6.3966 -1.3839 -0.0923  0.001
H -0.4990 -1.3290 4.7009  0.000
H -3.7484 -3.7734 -0.9954  0.000
H -4.8408 -2.6162 -2.8453  0.001
H -1.1012 4.0763 -0.5687  0.001
H 3.0976 3.1551 -0.8403  0.000
H -1.0187 -0.7390 2.3552  0.005
H 2.8792 -1.7433 -2.4855  0.000
H 1.8809 -1.8487 5.3008  0.000
H 3.6119 -1.7249 3.5449  0.000
H 1.9352 7.0988 -0.9790  0.000
H -5.5669 -0.5649 -2.0027  0.000
H -2.6145 -3.6651 -2.3635  0.001
H -3.4982 -1.4979 -3.0423  0.000

# 2
DFT (wB97M-V/def2-TZVPD) results for C23H20CdN3O3Se as an isolated structure.

Summary:
charge: -1
HOMO: -2.44 eV
HOMO-LUMO gap: 4.71 eV

Last column: Löwdin charge in e.
Geometry (Å):
Cd -0.6826 -1.8017 1.3929  1.053
Se -2.4777 -2.9861 2.7966  0.429
O -0.3038 -4.5407 -0.8614  0.059
O 3.7324 -1.2794 2.5269  -0.029
O 1.9287 -2.1527 1.4931  -0.009
N 0.4997 -1.7960 3.7797  -0.032
N -6.6200 -1.3490 1.2082  0.032
N 1.8647 -1.5464 3.6971  0.000
C -0.2341 -4.1177 0.1782  -0.093
C 2.4610 -1.6943 2.4769  -0.596
C -0.3242 0.1356 0.8416  -0.276
C -2.4644 1.6914 -3.3334  -0.121
C -2.1497 2.6875 -4.2525  -0.144
C 4.1573 2.0302 0.0178  -0.139
C -5.3204 -2.6914 2.7190  -0.153
C -0.8995 3.2863 -4.1604  -0.126
C 0.6469 1.4435 -1.2251  -0.229
C -1.5548 1.2935 -2.3713  -0.050
C 4.2096 2.0891 -2.3650  -0.120
C 0.1388 0.7383 -0.1423  -0.307
C -4.2186 -1.3955 1.0711  -0.135
C -5.4689 -0.9613 0.6594  -0.164
C -0.2691 1.8695 -2.2719  -0.186
C 4.8893 2.1850 -1.1556  -0.142
C 0.0169 2.8938 -3.1983  -0.066
C 2.0773 1.7160 -1.2277  -0.187
C 2.7943 1.7945 -0.0142  -0.063
C 4.4212 -1.3508 1.2636  -0.031
C -6.5177 -2.2023 2.2273  -0.181
C -4.1207 -2.2935 2.1305  -0.717
C 2.8440 1.8600 -2.4028  -0.063
H -2.8612 2.9958 -5.0085  0.079
H 4.6600 2.1019 0.9777  0.092
H 2.2399 1.6747 0.9098  0.097
H -3.4375 1.2125 -3.3661  0.089
H -5.3232 -3.3815 3.5531  0.084
H -5.5381 -0.2535 -0.1601  0.101
H 2.3530 -1.0512 4.4240  0.146
H 0.9620 3.4161 -3.1403  0.093
H 4.4372 -2.3777 0.9031  0.092
H -0.6309 4.0853 -4.8437  0.088
H 3.9329 -0.7130 0.5302  0.082
H -3.3367 -1.0081 0.5751  0.058
H -0.0273 -0.9821 4.0715  0.077
H 4.7519 2.1804 -3.3003  0.089
H -1.8240 0.5248 -1.6576  0.083
H 0.2967 -2.5904 4.3721  0.073
H 5.4279 -1.0003 1.4689  0.092
H 5.9552 2.3751 -1.1286  0.079
H -7.4509 -2.5168 2.6849  0.094
H 2.3572 1.7524 -3.3629  0.099

# 3
DFT (wB97M-V/def2-TZVPD) results for C23H20F2N4O4 in the gas phase in a non-equilibrium geometry.

Summary:
charge: 0
HOMO: -8.43 eV
HOMO-LUMO gap: 7.95 eV

Last column: Löwdin charge in e.
Geometry (Å):
F -0.7309 1.6322 5.1446  0.082
F 1.5949 0.5203 4.2432  0.084
O -1.2906 0.6697 2.0767  0.076
O -3.1513 -2.5615 -1.1680  0.075
O 4.3850 1.4082 -0.4504  0.048
O 3.6751 -0.5751 -0.8643  0.068
N -1.0141 -1.2020 3.2764  0.178
N 3.4716 0.6010 -0.6180  -0.342
N -1.1494 -1.6029 -1.5536  0.118
N 2.7116 3.2954 0.2443  0.044
C -3.0036 -3.7585 -3.7677  -0.018
C -0.5422 1.7343 -0.3082  0.000
C 0.4223 2.6851 -0.1181  0.007
C -2.1385 -2.4832 -1.8382  -0.446
C 1.5887 3.6316 2.3847  -0.227
C 0.4170 4.1983 2.8652  -0.041
C -0.4704 -4.5685 -4.5298  -0.080
C -1.5748 -4.9632 -5.2668  -0.084
C -0.6263 -3.7577 -3.4196  -0.037
C 2.1359 1.0462 -0.5058  -0.084
C -1.8967 -3.3389 -3.0358  -0.137
C -2.8430 -4.5598 -4.8823  -0.073
C 1.2104 1.7315 3.7992  -0.202
C 2.3829 4.2723 1.2650  -0.128
C 1.1315 0.0799 -0.6613  0.053
C -0.3605 3.5413 3.8028  0.012
C -0.1973 0.3924 -0.5161  -0.181
C -1.1062 -1.4422 0.8915  -0.042
C -1.1525 -0.5351 2.1126  -0.506
C 1.9925 2.3957 2.8780  0.052
C -1.2487 -0.6772 -0.4404  -0.248
C 0.0279 2.2965 4.2563  -0.227
C 1.7947 2.3668 -0.1289  -0.188
H -1.5825 2.0109 -0.2583  0.126
H 1.4562 -0.9316 -0.8585  0.124
H -1.9238 -2.1634 0.9553  0.123
H -2.2474 -0.2241 -0.4575  0.159
H 1.8131 5.1018 0.8330  0.118
H 0.2438 -3.4823 -2.8405  0.109
H 0.0949 5.1598 2.4949  0.116
H -3.9840 -3.4433 -3.4439  0.118
H 3.6753 2.9773 0.1936  0.105
H -0.1598 -1.9881 0.9003  0.132
H -1.0234 -0.6849 4.1410  0.101
H -0.3529 -1.5216 -2.1633  0.127
H 3.3230 4.6783 1.6458  0.133
H -1.2809 3.9682 4.1660  0.124
H -1.4464 -5.5920 -6.1354  0.103
H -3.7064 -4.8742 -5.4495  0.104
H 0.5173 -4.8961 -4.8192  0.104
H 0.1307 3.7035 0.0728  0.117
H -0.8959 -2.1981 3.3153  0.108
H 2.9040 1.9268 2.5407  0.137

# 4
DFT (wB97M-V/def2-TZVPD) results for C23H20F3N3O4 in the gas phase.

Summary:
charge: 0
HOMO: -8.04 eV
HOMO-LUMO gap: 8.67 eV

Last column: Löwdin charge in e.
Geometry (Å):
F -3.1577 3.2138 -0.5828  0.143
F -1.3470 3.7118 0.4720  0.165
F -2.7037 2.2548 1.2827  0.136
O -0.3875 -3.8319 0.7577  0.080
O -4.1632 -2.1894 -0.6134  0.135
O -2.6375 -1.2630 0.7647  -0.002
O 4.5049 -0.2438 -0.4259  0.030
N -0.1368 1.6471 -0.8156  0.217
N 1.9359 -0.3644 1.6250  0.012
N -2.0484 0.5043 -1.0666  0.051
C 1.4928 -1.5819 1.2338  -0.189
C 0.1469 -2.0117 -2.6524  -0.067
C 0.8720 0.4077 2.0422  -0.266
C 2.3967 -2.6406 0.7256  0.007
C 4.5649 1.7918 -1.3160  -0.061
C 1.3288 -1.2757 -2.5233  -0.078
C 1.3455 -0.0276 -1.9435  0.004
C 3.3267 0.0269 1.6982  -0.032
C -1.0653 -1.5186 -2.2198  0.004
C 0.1092 -1.6171 1.4152  -0.107
C -2.2562 -2.4887 1.3805  -0.046
C 3.8789 1.8618 -0.0782  -0.021
C 0.1392 0.4750 -1.4671  -0.203
C -0.2592 -0.3399 1.9346  0.011
C -3.4778 -1.2737 -0.2557  -0.482
C 4.9204 0.4887 -1.4721  -0.124
C -2.1402 2.6997 0.1390  -0.556
C -3.4229 0.0974 -0.9501  0.008
C -1.0531 -0.2662 -1.6220  -0.147
C 3.8679 0.5938 0.4243  -0.255
C 1.0166 1.8191 2.4815  -0.020
C -1.4176 1.6191 -0.5888  -0.194
C -0.7517 -2.7368 1.1417  -0.325
H 3.4537 2.7363 0.3680  0.109
H 3.9188 -0.8546 1.9612  0.139
H -1.9747 -2.0873 -2.3349  0.117
H 1.7308 1.9220 3.2986  0.077
H 0.0522 2.1839 2.8230  0.082
H 4.7611 2.6003 -1.9892  0.105
H -1.2445 -0.0169 2.2000  0.111
H 1.7973 -3.4476 0.3155  0.076
H 5.4513 -0.0232 -2.2498  0.123
H 1.3409 2.4419 1.6489  0.069
H -3.8836 0.0072 -1.9394  0.150
H -2.8350 -3.3183 0.9644  0.133
H 3.0586 -2.2491 -0.0446  0.072
H -3.9878 0.8214 -0.3600  0.137
H 3.4297 0.7736 2.4884  0.131
H -2.4464 -2.4011 2.4540  0.144
H 0.1850 -2.9897 -3.1065  0.108
H 2.2455 0.5563 -1.8614  0.090
H 2.2491 -1.7024 -2.8930  0.105
H 3.0094 -3.0469 1.5325  0.094